1.
Computed, not measured: C46H57BFN5O4ReS2Si as an isolated structure at a distorted geometry, with ωB97M-V with the def2-TZVPD basis set.

The geometry in ORCA input format:
```
! wB97M-V def2-TZVPD RIJCOSX def2/J DEFGRID3
* xyz -2 4
Re -0.80 1.42 -0.59
C 2.24 5.68 0.72
Si 1.85 5.10 2.50
C 3.42 4.14 2.95
C 1.03 6.54 3.52
C 0.34 3.84 2.34
C -0.80 3.84 3.17
C -1.70 2.74 3.30
C -1.74 1.81 2.34
N -0.86 2.02 1.35
C 0.26 2.80 1.42
S 1.09 2.78 -0.15
H 2.85 4.91 0.27
H 2.89 6.56 0.73
H 1.36 5.88 0.09
H 4.27 4.80 2.67
H 3.50 3.25 2.27
H 3.56 3.85 4.02
H 0.46 7.12 2.76
H 1.78 7.05 4.09
H 0.42 6.03 4.23
H -0.97 4.80 3.76
H -2.29 2.61 4.20
H -2.37 0.92 2.32
O -6.39 2.56 -0.09
C -5.65 3.68 -0.25
O -6.07 4.80 0.05
C -4.25 3.61 -0.69
C -3.26 4.61 -0.70
N -2.08 4.11 -1.07
N -2.16 2.74 -1.12
C -3.50 2.45 -0.92
C -3.74 1.01 -0.82
O -4.86 0.45 -0.71
O -2.58 0.37 -0.99
H -5.83 1.74 -0.42
H -3.43 5.69 -0.61
H -1.27 4.61 -1.38
S 0.40 -0.42 0.06
F 1.98 5.77 -5.49
C 1.52 4.75 -4.70
C 2.33 4.07 -3.80
C 1.82 3.06 -3.08
C 0.54 2.55 -3.37
C -0.04 1.41 -2.55
C -0.27 3.21 -4.28
C 0.24 4.34 -5.00
H 3.37 4.47 -3.61
H 2.42 2.60 -2.30
H 0.71 0.57 -2.64
H -0.87 1.03 -3.10
H -1.19 2.75 -4.51
H -0.40 4.97 -5.64
C -4.22 -2.18 1.91
C -2.78 -2.66 1.58
C -2.87 -4.12 1.17
C -1.79 -2.42 2.72
C -2.22 -1.90 3.95
C -1.36 -1.88 5.07
C 0.02 -2.10 4.82
C 0.53 -2.37 3.54
C 2.04 -2.19 3.33
C 2.34 -0.71 3.28
C 2.95 -3.00 4.30
C -0.36 -2.65 2.52
N 0.06 -3.12 1.20
B 0.11 -2.33 -0.04
N 0.86 -3.26 -0.92
C 1.27 -4.40 -0.16
C 0.77 -4.30 1.07
C 1.17 -3.06 -2.28
C 0.05 -3.20 -3.12
C 0.15 -2.73 -4.43
C 1.35 -2.34 -4.92
C 2.48 -2.35 -4.11
C 2.42 -2.63 -2.79
C 3.82 -2.71 -2.22
C 4.39 -4.13 -2.19
C 4.07 -2.15 -0.78
C -1.26 -3.74 -2.60
C -1.69 -5.03 -3.38
C -2.41 -2.69 -2.61
H -4.99 -2.57 1.18
H -4.18 -0.99 1.93
H -4.56 -2.51 2.89
H -2.45 -2.07 0.68
H -3.23 -4.79 1.98
H -1.89 -4.42 0.76
H -3.68 -4.33 0.41
H -3.21 -1.39 3.94
H -1.69 -1.51 6.00
H 0.81 -1.98 5.65
H 2.23 -2.47 2.26
H 2.25 -0.28 4.27
H 1.64 -0.24 2.58
H 3.34 -0.44 2.85
H 2.83 -2.63 5.28
H 3.99 -2.77 3.96
H 2.83 -4.09 4.25
H 1.56 -5.38 -0.64
H 1.18 -4.93 1.86
H -0.66 -2.78 -5.16
H 1.47 -1.99 -5.93
H 3.41 -1.92 -4.59
H 4.47 -2.11 -2.96
H 3.84 -4.72 -1.47
H 5.41 -4.08 -1.86
H 4.34 -4.57 -3.17
H 3.83 -2.98 -0.08
H 3.41 -1.31 -0.53
H 5.14 -1.86 -0.71
H -1.11 -4.20 -1.63
H -2.39 -4.88 -4.18
H -2.19 -5.74 -2.75
H -0.73 -5.58 -3.69
H -2.75 -2.30 -3.69
H -2.19 -1.81 -1.95
H -3.30 -3.09 -2.23
*
```

Output
E_tot in eV: -99341.0320
HOMO level (alpha / beta) in eV: 0.77 / -0.26
Largest force on an atom in eV Å⁻¹: 3.68
Molecular weight in u: 1052.23
HOMO-LUMO gap (alpha / beta) in eV: 3.26 / 4.29

2.
Computed, not measured: C46H58ClIN3O4PS3SbSi3Zr as an isolated structure at a distorted geometry, with ωB97M-V with the def2-TZVPD basis set.

The geometry in ORCA input format:
```
! wB97M-V def2-TZVPD RIJCOSX def2/J DEFGRID3
* xyz 0 2
Zr 16.47 13.15 11.90
O 18.44 9.35 11.54
C 18.39 8.78 12.78
C 19.30 7.71 12.96
C 19.38 7.09 14.20
C 18.51 7.56 15.20
C 17.56 8.54 14.98
C 17.53 9.25 13.76
C 16.61 10.37 13.48
O 16.45 10.92 12.29
N 15.84 10.75 14.52
N 14.90 11.63 14.24
C 13.86 11.75 15.03
S 13.93 10.92 16.49
C 12.13 10.73 16.75
C 11.28 11.73 15.91
S 12.28 12.43 14.56
H 17.71 10.02 11.49
H 19.95 7.49 12.11
H 20.05 6.24 14.45
H 18.61 7.19 16.23
H 16.96 8.88 15.85
H 12.02 10.76 17.83
H 11.92 9.69 16.44
H 10.93 12.55 16.58
H 10.35 11.25 15.52
O 16.68 15.03 12.93
N 17.88 15.43 13.42
C 18.21 16.78 13.35
C 19.48 17.19 13.71
C 20.37 16.24 14.24
C 19.96 14.93 14.43
C 18.72 14.49 13.94
S 18.30 12.83 13.74
H 17.43 17.43 13.03
H 19.80 18.22 13.54
H 21.41 16.51 14.49
H 20.56 14.19 14.93
I 11.54 15.11 12.30
C 10.31 15.61 13.92
C 8.95 15.24 13.79
C 7.93 15.89 14.48
C 8.25 16.85 15.42
C 9.59 16.98 15.84
C 9.89 17.77 16.98
C 11.22 17.99 17.34
C 12.25 17.38 16.64
C 12.06 16.60 15.50
P 13.65 16.03 14.81
C 14.54 15.33 16.28
C 13.88 14.61 17.26
C 14.58 13.85 18.23
C 15.97 13.90 18.27
C 16.65 14.65 17.33
C 15.98 15.33 16.34
C 14.47 17.59 14.49
C 14.31 18.19 13.22
C 14.87 19.47 12.99
C 15.69 20.08 13.93
C 15.89 19.45 15.15
C 15.27 18.25 15.45
C 10.70 16.38 15.03
H 8.72 14.40 13.14
H 6.89 15.63 14.29
H 7.47 17.39 15.90
H 9.07 18.23 17.55
H 11.45 18.65 18.17
H 13.27 17.60 17.02
H 12.80 14.57 17.18
H 14.04 13.23 18.95
H 16.53 13.44 19.12
H 17.73 14.75 17.43
H 16.56 15.86 15.55
H 13.72 17.64 12.45
H 14.72 19.99 12.04
H 16.19 21.00 13.72
H 16.60 19.88 15.86
H 15.34 17.82 16.44
O 14.33 12.27 11.96
H 14.45 11.91 12.91
H 13.57 12.91 11.98
Cl 15.10 14.67 10.58
C 21.26 12.54 8.31
Si 20.41 13.27 9.81
C 21.09 15.00 10.31
C 20.87 12.04 11.20
Sb 17.91 13.64 9.45
Si 16.94 11.84 7.72
C 16.58 10.21 8.66
C 15.31 12.60 7.12
C 18.07 11.40 6.25
Si 18.02 15.79 7.97
C 17.86 17.15 9.32
C 16.59 15.86 6.72
C 19.62 16.05 7.06
H 22.31 12.53 8.43
H 21.00 13.09 7.41
H 20.92 11.52 8.11
H 22.11 15.04 9.97
H 21.08 15.16 11.40
H 20.48 15.81 9.86
H 21.92 11.82 11.27
H 20.42 11.05 10.98
H 20.52 12.43 12.16
H 15.98 10.39 9.55
H 17.50 9.67 8.91
H 16.04 9.52 8.01
H 14.86 13.32 7.82
H 14.60 11.77 6.95
H 15.49 13.17 6.19
H 18.74 10.62 6.62
H 18.72 12.24 5.96
H 17.58 11.00 5.38
H 16.98 17.03 9.97
H 17.82 18.11 8.89
H 18.70 17.20 10.00
H 15.76 15.43 7.29
H 16.81 15.24 5.84
H 16.27 16.82 6.32
H 20.46 16.17 7.78
H 19.61 16.89 6.39
H 19.86 15.18 6.46
*
```

Output
E_tot in eV: -155175.0330
HOMO level (alpha / beta) in eV: -5.37 / -7.17
Largest force on an atom in eV Å⁻¹: 3.80
Molecular weight in u: 1303.76
HOMO-LUMO gap (alpha / beta) in eV: 5.21 / 7.01

3.
Computed, not measured: C46H60Cl2FMoN3O5Se as an isolated structure at a distorted geometry, with ωB97M-V with the def2-TZVPD basis set.

The geometry in ORCA input format:
```
! wB97M-V def2-TZVPD RIJCOSX def2/J DEFGRID3
* xyz 2 1
Mo 0.22 1.57 -1.32
C -1.17 -2.52 5.30
C -1.61 -1.07 5.03
C -1.15 -0.17 6.19
C -3.14 -1.02 4.96
C -0.96 -0.59 3.73
C -1.70 -0.18 2.63
C -1.03 0.23 1.50
Se -2.04 0.92 -0.01
C -2.19 2.71 0.73
C -3.19 3.06 1.60
C -3.18 4.34 2.17
C -2.16 5.20 1.80
C -1.11 4.88 0.92
C -1.14 3.59 0.39
O -0.24 3.02 -0.46
C -0.05 5.96 0.66
C 0.63 6.29 2.00
C 1.05 5.57 -0.33
C -0.75 7.21 0.10
C -4.26 4.71 3.18
C -4.19 3.73 4.36
C -4.08 6.13 3.72
C -5.63 4.62 2.50
C 0.37 0.24 1.37
O 0.92 0.56 0.20
C 1.13 -0.14 2.50
C 0.43 -0.54 3.63
C 2.67 -0.14 2.60
C 3.08 0.75 3.78
C 3.43 0.38 1.37
C 3.13 -1.59 2.85
H -1.64 -2.89 6.21
H -1.46 -3.16 4.46
H -0.09 -2.59 5.43
H -1.64 -0.47 7.12
H -0.08 -0.23 6.35
H -1.40 0.88 5.99
H -3.56 -1.36 5.91
H -3.49 0.00 4.79
H -3.51 -1.67 4.17
H -2.78 -0.19 2.63
H -3.96 2.35 1.83
H -2.15 6.19 2.22
H 1.10 5.40 2.42
H 1.40 7.05 1.84
H -0.09 6.68 2.72
H 1.63 4.71 0.00
H 0.64 5.38 -1.32
H 1.75 6.41 -0.43
H -1.49 7.60 0.79
H -0.01 7.98 -0.09
H -1.25 6.97 -0.84
H -3.19 3.74 4.80
H -4.91 4.01 5.12
H -4.41 2.70 4.05
H -3.12 6.24 4.24
H -4.14 6.88 2.93
H -4.87 6.34 4.44
H -5.85 3.61 2.15
H -6.41 4.91 3.20
H -5.68 5.29 1.64
H 1.00 -0.84 4.50
H 2.73 1.77 3.63
H 2.66 0.39 4.72
H 4.16 0.77 3.88
H 3.14 1.40 1.12
H 4.50 0.37 1.59
H 3.26 -0.26 0.50
H 2.71 -1.99 3.77
H 2.82 -2.23 2.03
H 4.22 -1.63 2.93
F -1.33 -4.69 -2.32
C -0.27 -4.07 -2.86
C -0.12 -2.73 -2.61
C 0.95 -2.03 -3.18
C 1.12 -0.64 -2.94
O 0.26 0.05 -2.27
C 2.26 0.00 -3.46
C 3.13 -0.72 -4.23
N 2.97 -2.03 -4.48
C 3.97 -2.73 -5.27
C 5.42 -2.43 -5.07
C 4.87 -3.73 -4.59
C 1.89 -2.72 -3.97
C 1.70 -4.08 -4.21
C 0.62 -4.78 -3.67
N 0.51 -6.16 -3.95
C 0.31 -6.52 -5.35
C 0.80 -7.95 -5.58
N 0.04 -8.86 -4.67
C 0.21 -8.46 -3.24
C -0.26 -7.02 -3.06
C 2.56 1.46 -3.19
O 3.33 2.06 -3.90
O 1.97 1.95 -2.14
H -0.84 -2.22 -1.98
H 3.99 -0.25 -4.68
H 3.64 -2.93 -6.29
H 5.72 -1.70 -4.33
H 6.04 -2.42 -5.96
H 4.74 -3.84 -3.53
H 5.12 -4.64 -5.12
H 2.41 -4.63 -4.81
H 0.87 -5.85 -5.99
H -0.75 -6.45 -5.63
H 1.85 -8.03 -5.33
H 0.65 -8.25 -6.61
H 0.34 -9.83 -4.81
H -0.96 -8.80 -4.91
H 1.26 -8.55 -2.99
H -0.37 -9.14 -2.61
H -0.08 -6.74 -2.03
H -1.34 -6.96 -3.25
Cl -0.30 3.31 -3.43
C -1.68 2.86 -4.47
Cl -1.79 1.10 -4.64
H -1.50 3.30 -5.45
H -2.59 3.23 -4.02
*
```

Output
E_tot in eV: -158335.9966
HOMO level (alpha / beta) in eV: -11.28 / -11.41
Relative energy (zero: lowest compared OMol25 entry of this formula, charge and spin) in kcal/mol: 0.00
Largest force on an atom in eV Å⁻¹: 5.80
Molecular weight in u: 999.81
HOMO-LUMO gap (alpha / beta) in eV: 5.59 / 5.64

4.
Computed, not measured: C46H60N5ORbSSiTe as an isolated structure at a distorted geometry, with ωB97M-V with the def2-TZVPD basis set.

The geometry in ORCA input format:
```
! wB97M-V def2-TZVPD RIJCOSX def2/J DEFGRID3
* xyz -2 1
Rb 3.78 -2.58 23.71
C 1.36 -2.17 25.91
Si 0.79 -3.82 25.78
C 0.30 -3.99 23.91
N 1.37 -4.39 22.94
C 1.61 -5.80 22.88
C 1.91 -6.26 21.45
C 0.76 -5.78 20.56
C 0.57 -4.26 20.58
C 1.40 -3.62 21.72
C -0.88 -4.22 26.87
C -0.65 -4.48 28.25
C -1.72 -4.56 29.14
C -3.00 -4.39 28.70
C -3.25 -4.04 27.38
C -2.17 -4.00 26.50
C 2.04 -5.10 26.26
C 1.73 -6.43 26.36
C 2.71 -7.37 26.79
C 3.98 -6.94 27.08
C 4.29 -5.55 26.93
C 3.33 -4.67 26.49
H 1.77 -1.89 26.87
H 0.88 -1.36 25.44
H 0.12 -2.98 23.75
H -0.56 -4.65 23.66
H 0.55 -6.23 23.13
H 2.24 -6.17 23.64
H 1.86 -7.36 21.48
H 2.83 -5.83 21.12
H -0.04 -6.32 20.97
H 0.99 -6.12 19.55
H -0.54 -4.06 20.72
H 0.76 -3.78 19.66
H 0.97 -2.68 21.86
H 2.47 -3.51 21.37
H 0.35 -4.52 28.66
H -1.49 -4.67 30.19
H -3.86 -4.62 29.36
H -4.26 -3.98 27.01
H -2.33 -3.68 25.44
H 0.72 -6.84 26.29
H 2.43 -8.46 27.02
H 4.73 -7.70 27.37
H 5.29 -5.09 27.08
H 3.52 -3.61 26.50
C 3.52 -3.64 18.83
C 2.93 -2.26 18.54
O 2.35 -2.06 17.44
N 3.06 -1.37 19.53
C 2.61 -0.03 19.46
C 1.80 0.40 20.64
C 0.86 1.36 20.55
C 0.20 1.65 21.70
C 0.54 1.09 22.95
C 1.61 0.22 22.91
N 2.28 -0.10 21.79
H 4.66 -3.70 19.14
H 3.16 -4.05 17.85
H 3.15 -4.04 19.86
H 3.58 -1.65 20.33
H 1.87 -0.10 18.66
H 3.51 0.64 19.32
H 0.60 1.83 19.62
H -0.55 2.43 21.61
H -0.05 1.25 23.81
H 1.83 -0.32 23.84
C 5.54 -6.22 23.06
Te 7.40 -2.99 23.99
C 7.37 -4.93 24.94
C 7.83 -5.91 23.84
C 9.23 -6.03 23.68
C 9.77 -6.62 22.56
C 8.89 -7.18 21.66
C 7.54 -7.19 21.79
C 6.89 -6.47 22.95
H 4.88 -6.52 22.27
H 5.24 -5.71 23.95
H 6.34 -5.17 25.19
H 8.02 -4.80 25.82
H 9.92 -5.58 24.38
H 10.81 -6.84 22.44
H 9.39 -7.72 20.78
H 6.98 -7.57 21.06
C 9.96 -1.80 26.08
C 8.84 -0.79 25.73
C 9.26 -0.05 24.49
C 8.58 0.16 26.95
C 7.41 -1.41 25.48
H 10.87 -1.34 26.38
H 10.01 -2.46 25.28
H 9.67 -2.50 26.95
H 10.28 0.30 24.59
H 8.54 0.69 24.22
H 9.21 -0.78 23.70
H 9.61 0.56 27.34
H 8.05 -0.25 27.86
H 7.93 0.98 26.64
H 7.00 -1.80 26.43
C 4.57 1.17 25.01
C 5.02 1.51 23.62
C 6.03 0.90 22.99
C 6.24 0.96 21.61
N 5.47 1.73 20.83
C 4.52 2.54 21.41
S 3.63 3.72 20.57
N 4.34 2.43 22.77
C 7.22 -0.06 21.03
H 5.21 0.41 25.52
H 3.44 0.63 25.10
H 4.67 2.08 25.68
H 6.53 0.13 23.55
H 3.43 2.70 23.06
H 7.74 -0.43 21.90
H 7.69 0.40 20.22
H 6.56 -0.89 20.56
*
```

Output
E_tot in eV: -84829.1797
HOMO level in eV: -0.03
Relative energy (zero: lowest compared OMol25 entry of this formula, charge and spin) in kcal/mol: 88.19
Largest force on an atom in eV Å⁻¹: 5.24
Molecular weight in u: 972.24
HOMO-LUMO gap in eV: 3.42